Entry 1:
Entry from the OMol25 dataset: the molecule C8H18BNO4 in a non-equilibrium geometry (wB97M-V/def2-TZVPD).

Calculated values
highest occupied orbital energy	-8.83	eV
energy above the lowest of the compared OMol25 structures with the same formula, charge and spin	0.0	kcal/mol
total energy	-18947.610	eV

Each line ends with the Mulliken charge.
CARTESIAN COORDINATES (ANGSTROEM)
O1 0.633 1.601 1.394  -0.58
O2 -2.731 -2.995 1.714  -0.56
O3 -1.039 -2.697 -0.003  -0.66
O4 1.984 -0.234 1.186  -0.46
B1 -1.683 -2.253 1.165  0.58
C1 1.098 0.718 0.724  -0.55
N1 0.902 -0.658 -1.200  -0.76
C2 3.134 1.469 -1.189  -1.21
C3 -1.226 -0.859 1.729  -0.25
C4 -2.013 0.261 1.070  -0.70
C5 -1.891 0.282 -0.449  -0.75
C6 1.683 1.685 -1.469  -0.84
C7 -0.695 1.124 -0.951  -1.54
C8 0.738 0.672 -0.737  1.96
H1 -2.812 -3.857 1.255  0.28
H2 -1.291 -3.540 -0.458  0.27
H3 2.126 -0.025 2.122  0.45
H4 1.850 -0.935 -0.947  0.40
H5 0.255 -1.330 -0.744  0.33
H6 3.390 1.619 -0.129  0.28
H7 3.501 0.462 -1.469  0.27
H8 3.746 2.199 -1.716  0.45
H9 -1.414 -0.911 2.809  0.36
H10 -0.138 -0.761 1.586  0.06
H11 -3.086 0.072 1.301  0.39
H12 -1.741 1.223 1.478  0.35
H13 -2.808 0.653 -0.902  0.41
H14 -1.856 -0.711 -0.929  0.41
H15 1.520 1.625 -2.548  0.42
H16 1.422 2.712 -1.188  0.31
H17 -0.719 2.099 -0.487  0.37
H18 -0.838 1.291 -2.018  0.52



Entry 2:
Entry from the OMol25 dataset: a 2-piece molecular cluster, C2H7O2 overall in a non-equilibrium geometry (wB97M-V/def2-TZVPD).

Calculated values
highest occupied orbital energy (alpha / beta)	-6.42 / -10.33	eV
2S+1	2
energy above the lowest of the compared OMol25 structures with the same formula, charge and spin	14.1	kcal/mol
⟨S²⟩	0.753
total energy	-6279.891	eV

Each line ends with the Mulliken charge.
CARTESIAN COORDINATES (ANGSTROEM)
O1 -1.480 1.235 0.046  -0.55
H1 -1.654 1.624 0.913  0.28
H2 1.727 -0.590 -1.423  0.24
H3 -2.060 1.782 -0.502  0.28
C1 1.315 -0.105 -0.526  -0.75
C2 0.094 -0.844 -0.060  -0.23
O2 0.195 -1.441 1.168  -0.50
H4 2.090 -0.169 0.228  0.29
H5 0.886 0.810 -0.944  0.24
H6 -0.687 -1.137 -0.746  0.41
H7 -0.427 -1.165 1.846  0.29



Entry 3:
Entry from the OMol25 dataset: a 4-piece molecular cluster, C28H42BF9NO7 overall in a non-equilibrium geometry (wB97M-V/def2-TZVPD).

Calculated values
highest occupied orbital energy	-4.71	eV
total energy	-70674.217	eV
net charge	-1

Each line ends with the Mulliken charge.
CARTESIAN COORDINATES (ANGSTROEM)
C1 2.246 4.356 1.001  -1.33
C2 1.162 3.246 1.250  -0.21
N1 0.193 3.089 0.125  0.12
C3 -0.607 1.833 0.482  -0.41
C4 -2.166 2.025 0.315  -0.99
B1 -2.908 0.756 -0.420  1.01
C5 -4.556 0.851 -0.483  -0.87
C6 -5.214 2.069 0.275  0.82
C7 -5.449 1.714 1.798  -1.36
C8 -6.688 2.236 -0.342  -1.38
C9 -2.331 -0.647 0.224  0.27
C10 -1.780 -1.684 -0.708  -0.38
C11 -1.213 -2.921 -0.189  -0.77
C12 -1.192 -3.105 1.254  -0.33
C13 -1.732 -2.152 2.203  -0.81
C14 -2.296 -0.904 1.659  0.07
C15 0.940 2.707 -1.064  0.49
C16 0.400 3.052 -2.491  -1.13
O1 1.982 2.075 -1.014  -0.47
H1 2.757 4.708 1.933  0.35
H2 1.820 5.181 0.380  0.36
H3 3.061 3.891 0.375  0.17
H4 0.597 3.529 2.178  0.50
H5 1.654 2.262 1.484  0.21
H6 -0.440 1.643 1.577  0.07
H7 -0.190 1.000 -0.135  0.24
H8 -2.612 2.202 1.331  0.18
H9 -2.412 2.943 -0.296  0.15
H10 -2.514 0.751 -1.575  -0.44
H11 -4.939 0.824 -1.535  0.23
H12 -4.952 -0.082 0.025  0.18
H13 -4.718 3.055 0.113  0.26
H14 -6.054 0.760 1.804  0.28
H15 -6.106 2.471 2.314  0.37
H16 -4.509 1.510 2.364  0.25
H17 -7.371 2.761 0.383  0.39
H18 -6.559 2.944 -1.212  0.33
H19 -7.103 1.271 -0.720  0.27
H20 -1.803 -1.493 -1.809  0.33
H21 -0.793 -3.641 -0.926  0.40
H22 -0.730 -4.035 1.650  0.28
H23 -1.694 -2.323 3.302  0.33
H24 -2.711 -0.112 2.324  0.18
H25 0.271 4.158 -2.558  0.29
H26 -0.556 2.478 -2.623  0.19
H27 1.118 2.658 -3.253  0.30
C17 4.487 -0.568 -0.674  -1.06
C18 4.614 0.331 -1.885  -0.03
O2 5.989 0.408 -2.323  -0.33
C19 6.420 -0.593 -3.089  0.33
O3 5.758 -1.533 -3.428  -0.51
C20 7.870 -0.349 -3.511  0.88
F1 8.638 0.065 -2.486  -0.25
F2 7.954 0.599 -4.465  -0.25
F3 8.450 -1.451 -4.006  -0.25
H28 5.161 -0.239 0.120  0.28
H29 3.464 -0.560 -0.297  0.30
H30 4.759 -1.597 -0.917  0.38
H31 4.314 1.344 -1.621  0.20
H32 3.966 0.004 -2.699  0.30
C21 5.877 2.299 6.247  -1.12
C22 5.958 1.732 4.844  -0.20
O4 4.779 0.978 4.530  -0.32
C23 3.719 1.690 4.124  0.24
O5 3.701 2.882 4.017  -0.50
C24 2.555 0.759 3.778  1.05
F4 2.378 -0.204 4.703  -0.28
F5 2.756 0.133 2.606  -0.23
F6 1.395 1.415 3.677  -0.21
H33 5.685 1.504 6.970  0.30
H34 6.807 2.803 6.512  0.37
H35 5.058 3.015 6.334  0.32
H36 6.797 1.039 4.775  0.32
H37 6.126 2.515 4.102  0.31
C25 -2.394 -6.855 -3.290  -1.06
C26 -3.651 -6.709 -4.124  -0.22
O6 -4.662 -5.992 -3.400  -0.33
C27 -4.556 -4.655 -3.417  0.40
O7 -3.694 -4.049 -3.982  -0.50
C28 -5.718 -4.021 -2.650  0.88
F7 -5.957 -4.641 -1.480  -0.26
F8 -6.867 -4.077 -3.356  -0.28
F9 -5.496 -2.739 -2.368  -0.22
H38 -2.625 -7.316 -2.328  0.30
H39 -1.657 -7.470 -3.810  0.37
H40 -1.947 -5.883 -3.079  0.28
H41 -4.066 -7.694 -4.341  0.31
H42 -3.446 -6.227 -5.081  0.31



Entry 4:
Entry from the OMol25 dataset: C5H10MgO3Ru as an isolated structure in a non-equilibrium geometry (wB97M-V/def2-TZVPD).

Calculated values
highest occupied orbital energy (alpha / beta)	-10.87 / -12.26	eV
2S+1	6
energy above the lowest of the compared OMol25 structures with the same formula, charge and spin	7.9	kcal/mol
⟨S²⟩	8.754
total energy	-19504.917	eV
net charge	+1

Each line ends with the Mulliken charge.
CARTESIAN COORDINATES (ANGSTROEM)
O1 -0.148 -1.259 -0.942  -0.50
C1 -0.884 -0.283 -1.643  -0.27
C2 -2.133 0.050 -0.845  -0.47
O2 -1.762 0.400 0.495  -0.12
C3 -1.776 1.788 0.807  -0.64
Mg1 -0.243 -0.808 1.196  0.89
H1 -1.174 -0.654 -2.638  0.41
H2 -0.274 0.624 -1.768  0.11
H3 -2.787 -0.829 -0.776  0.28
H4 -2.701 0.872 -1.301  0.42
H5 -1.457 1.881 1.851  0.26
H6 -1.078 2.335 0.156  0.29
H7 -2.794 2.173 0.659  0.29
C4 1.508 -1.956 0.662  -1.06
C5 1.382 -0.939 -0.441  -0.04
O3 1.365 0.297 0.130  -0.43
Ru1 2.058 2.058 -0.244  0.53
H8 2.411 -1.774 1.261  0.33
H9 1.415 -2.989 0.296  0.33
H10 1.989 -0.975 -1.363  0.40



Entry 5:
Entry from the OMol25 dataset: C16H14Cl5GaN6S5 as an isolated structure (wB97M-V/def2-TZVPD).

Calculated values
highest occupied orbital energy	-7.50	eV
energy above the lowest of the compared OMol25 structures with the same formula, charge and spin	0.0	kcal/mol
total energy	-194928.998	eV

Each line ends with the Mulliken charge.
CARTESIAN COORDINATES (ANGSTROEM)
Ga1 0.182 0.241 -0.396  -0.14
S1 1.689 -1.476 -0.294  -0.26
S2 3.385 -0.331 -0.690  -0.16
S3 2.794 0.793 -2.288  -0.12
S4 1.298 1.951 -1.440  -0.18
N1 0.198 2.005 3.387  -0.08
C1 0.669 0.753 3.729  -0.91
C2 0.679 0.035 2.581  -0.23
N2 0.223 0.832 1.556  0.65
C3 -0.064 2.011 2.067  0.18
C4 -0.633 3.099 1.297  0.17
N3 -1.108 2.925 0.092  0.04
C5 -1.554 4.151 -0.315  -0.62
C6 -1.350 5.076 0.668  -0.49
N4 -0.763 4.392 1.704  -0.10
H1 0.051 2.765 4.027  0.17
H2 0.945 0.501 4.736  0.42
H3 0.979 -0.982 2.392  0.46
H4 -1.990 4.297 -1.288  0.42
H5 -1.555 6.130 0.725  0.43
H6 -0.452 4.804 2.565  0.17
C7 -3.962 -3.978 0.019  -0.88
N5 -2.765 -3.995 -0.783  0.05
C8 -2.835 -4.265 -2.213  -0.29
C9 -1.379 -4.096 -2.666  -0.64
N6 -0.795 -3.410 -1.525  0.32
C10 -1.584 -3.432 -0.436  0.04
S5 -1.161 -2.855 1.077  -0.33
H7 -4.418 -4.969 0.033  0.30
H8 -4.689 -3.264 -0.382  0.26
H9 -3.696 -3.686 1.031  0.30
H10 -3.504 -3.551 -2.704  0.03
H11 -3.219 -5.269 -2.401  0.43
H12 -1.295 -3.501 -3.575  0.28
H13 -0.895 -5.062 -2.832  0.37
H14 0.168 -3.116 -1.459  0.03
Cl1 -2.868 0.324 1.323  -0.21
C11 -2.865 -0.104 -0.354  1.07
C12 -1.673 -0.145 -1.075  -0.32
C13 -1.774 -0.521 -2.413  0.02
Cl2 -0.326 -0.608 -3.359  -0.10
C14 -2.983 -0.858 -3.015  -0.32
Cl3 -3.043 -1.344 -4.667  -0.11
C15 -4.150 -0.822 -2.261  0.44
Cl4 -5.651 -1.277 -2.968  -0.14
C16 -4.094 -0.435 -0.924  -0.26
Cl5 -5.545 -0.389 0.004  -0.14



Entry 6:
Entry from the OMol25 dataset: a 8-piece molecular cluster, C15H36NO7 overall in a non-equilibrium geometry (wB97M-V/def2-TZVPD).

Calculated values
highest occupied orbital energy	-11.79	eV
total energy	-31943.645	eV
net charge	+1

Each line ends with the Mulliken charge.
CARTESIAN COORDINATES (ANGSTROEM)
C1 -0.374 -6.327 0.712  -0.33
C2 -0.224 -5.038 0.427  -0.17
C3 -0.190 -3.446 0.076  -0.26
N1 -1.645 -2.996 0.164  0.20
C4 -2.135 -2.099 1.224  0.08
C5 -3.684 -1.734 1.246  -0.57
C6 -4.678 -2.309 0.156  -0.04
C7 -4.066 -3.248 -0.956  -0.49
C8 -2.528 -3.565 -0.884  -0.01
H1 -0.934 -7.302 1.004  0.34
H2 0.442 -2.841 0.826  0.16
H3 0.160 -3.239 -1.002  0.36
H4 -1.368 -1.699 1.995  0.37
H5 -4.055 -1.028 2.083  0.33
H6 -5.801 -2.078 0.109  0.29
H7 -4.667 -3.713 -1.834  0.34
H8 -2.090 -4.258 -1.694  0.39
C9 -7.896 -0.923 -2.104  -0.48
O1 -6.598 -0.429 -2.397  -0.46
H9 -8.612 -0.105 -2.185  0.24
H10 -8.161 -1.707 -2.819  0.25
H11 -7.917 -1.323 -1.087  0.21
H12 -5.985 -1.173 -2.318  0.26
C10 2.511 -0.178 -0.514  -0.27
O2 1.325 -0.861 -0.904  -0.54
H13 3.354 -0.868 -0.577  0.26
H14 2.683 0.667 -1.184  0.27
H15 2.409 0.174 0.515  -0.03
H16 0.597 -0.228 -0.838  0.29
C11 2.535 1.868 3.225  -0.71
O3 2.326 0.517 2.835  -0.43
H17 2.779 2.458 2.340  0.31
H18 1.625 2.263 3.684  0.27
H19 3.363 1.922 3.934  0.29
H20 2.113 0.019 3.637  0.24
C12 4.636 4.341 5.838  -0.54
O4 3.452 3.659 5.451  -0.46
H21 5.478 3.650 5.775  0.22
H22 4.810 5.185 5.166  0.27
H23 4.536 4.696 6.866  0.24
H24 2.724 4.292 5.516  0.28
C13 1.165 2.235 -3.711  -0.39
O5 1.627 0.893 -3.757  -0.47
H25 1.198 2.655 -4.716  0.11
H26 0.135 2.256 -3.344  0.25
H27 1.809 2.823 -3.051  0.27
H28 1.587 0.546 -2.855  0.26
C14 3.762 -2.544 3.175  -0.39
O6 4.672 -1.749 2.436  -0.49
H29 3.795 -3.566 2.795  0.27
H30 4.046 -2.541 4.231  0.28
H31 2.749 -2.147 3.058  0.02
H32 4.622 -0.850 2.793  0.30
C15 -0.595 5.260 -6.418  -0.51
O7 0.522 4.401 -6.253  -0.48
H33 -1.499 4.724 -6.126  0.21
H34 -0.477 6.142 -5.783  0.25
H35 -0.676 5.562 -7.465  0.24
H36 1.308 4.901 -6.518  0.28



Entry 7:
Entry from the OMol25 dataset: the molecule C4H12N2S in a non-equilibrium geometry (wB97M-V/def2-TZVPD).

Calculated values
highest occupied orbital energy	-8.78	eV
energy above the lowest of the compared OMol25 structures with the same formula, charge and spin	38.8	kcal/mol
total energy	-18156.335	eV

Each line ends with the Mulliken charge.
CARTESIAN COORDINATES (ANGSTROEM)
N1 0.606 1.298 -0.654  -0.58
C1 0.004 0.063 -0.357  0.35
C2 -1.259 0.203 0.514  -0.96
S1 -2.872 0.898 -0.325  -0.22
C3 0.879 -0.922 0.441  -0.65
N2 2.166 -1.061 -0.247  -0.42
C4 3.257 -1.638 0.666  -0.81
H1 0.294 1.905 -1.413  0.26
H2 0.534 1.852 0.265  0.28
H3 -0.365 -0.510 -1.232  0.31
H4 -1.118 0.717 1.588  0.37
H5 -1.731 -0.801 0.615  0.30
H6 -2.641 2.219 -0.187  0.11
H7 0.834 -0.375 1.490  0.23
H8 0.249 -1.802 0.702  0.27
H9 2.463 -0.106 -0.599  0.29
H10 2.990 -2.243 1.546  0.31
H11 3.870 -2.284 0.003  0.29
H12 3.886 -0.829 1.140  0.27



total energy of number 2 (C2H7O2)?
-6279.891 eV